(1)
Molecular formula: C6H10
Method: DFT, ωB97M-V/def2-TZVPD

XYZ file:
```
16
Properties=species:S:1:pos:R:3:forces:R:3:mulliken_charge:R:1
C -1.248420 1.756254 0.511632 -0.087 0.008 -0.050 -1.2635
C -0.483780 0.549095 0.073185 -0.055 -0.147 -0.245 0.5807
C -0.458553 -0.003963 -1.153113 0.106 0.196 -0.076 -0.5088
C 0.389090 -1.200921 -1.214342 1.659 0.944 -0.439 -0.4050
C 0.808364 -1.458161 0.229512 0.305 -0.153 -0.087 -0.4206
C 0.418393 -0.192758 1.024370 0.047 -0.034 -0.073 -0.5373
H -0.573270 2.523988 0.909837 -0.020 -0.134 -0.069 0.2971
H -1.818480 2.197617 -0.309532 0.061 -0.067 0.075 0.3172
H -1.945154 1.510058 1.319710 0.039 -0.004 -0.056 0.3044
H -1.010068 0.382657 -2.002390 0.054 0.014 0.015 0.3869
H 1.060965 -1.469421 -2.109806 -1.493 -1.238 0.041 0.1116
H 1.783705 -0.698264 -1.980473 -0.725 0.633 1.270 0.0674
H 0.274497 -2.321787 0.650179 0.013 0.105 -0.321 0.2505
H 1.869695 -1.685485 0.262265 0.056 -0.066 0.259 0.2908
H 1.284069 0.430234 1.291239 -0.040 -0.044 -0.088 0.2564
H -0.092760 -0.426793 1.966862 0.079 -0.012 -0.157 0.2722
```
Positions in Å, forces in eV/Å.

The value obtained for the LUMO energy is 0.598 eV. The relative energy (zero: lowest compared OMol25 entry of this formula, charge and spin) is 86.28 kcal/mol. Its max |F| is 2.0 eV/Å. As for the HOMO energy: -7.633 eV. The total energy comes out at -234.46501 a.u. For the gap between HOMO and LUMO, the calculation gives 8.2 eV.

***

(2)
Molecular formula: C3H40O18
Method: DFT, ωB97M-V/def2-TZVPD

XYZ file:
```
61
Properties=species:S:1:pos:R:3:forces:R:3:mulliken_charge:R:1
C 0.168279 0.630848 -0.788185 2.075 1.193 -2.419 2.1732
O -0.930298 1.474862 -1.147269 -0.010 -0.442 -0.664 -0.6705
C 0.610647 -0.255074 -1.972149 -1.540 0.372 0.695 -0.2490
C 0.802032 -1.558577 -1.983383 -0.340 0.569 1.236 -1.6587
H 0.025585 0.278144 0.194070 -0.509 -1.253 0.660 -0.0460
H 1.082170 1.238843 -0.690958 -1.285 0.146 -0.034 -0.9260
H -0.875551 1.627883 -2.123186 -0.177 0.110 0.905 0.3198
H 0.635778 0.309898 -2.888813 -0.135 0.119 -0.357 1.0087
H 0.793229 -2.164693 -2.847532 0.659 -0.445 -0.881 0.4374
H 0.795523 -2.003017 -1.012985 -0.160 -0.848 0.358 0.3157
H 0.571542 3.921227 -1.331710 0.150 0.271 -0.580 0.4592
H 1.727221 3.062113 -1.484798 0.743 -0.342 -0.235 0.1935
O 1.275953 3.743593 -1.997609 -0.740 0.088 0.936 -0.7937
H 0.168076 -1.744424 2.675950 -0.108 0.185 -2.001 0.5222
H -0.575886 -1.885122 1.312946 0.380 -0.017 0.073 0.0562
O 0.320192 -1.580240 1.660006 -0.994 0.378 2.371 -0.6908
H -2.118853 -0.475649 -3.536026 0.379 0.238 0.919 0.2754
H -2.863672 -1.634904 -3.895610 -0.550 -0.742 -0.034 0.2987
O -2.540965 -1.227001 -3.089476 0.064 0.491 -1.019 -0.6173
H 2.871738 -3.065676 0.100851 1.205 1.642 0.311 0.3821
H 3.589040 -2.166147 -0.975633 0.171 0.187 -0.458 0.2622
O 3.509199 -2.285762 -0.031937 -0.325 -1.585 -0.906 -0.7003
H 2.574741 1.420626 -3.852807 -0.051 -0.082 -0.391 0.3184
H 2.995833 0.101384 -3.296262 -0.108 -0.065 -0.540 0.3186
O 2.773086 0.519248 -4.147691 0.226 0.185 0.823 -0.6345
H 1.510214 -2.544597 1.842149 0.465 -1.656 -0.843 0.5973
H 2.926529 -2.621774 2.176116 0.581 -0.668 -0.014 0.3421
O 2.274333 -3.205347 1.765298 -1.044 0.636 1.548 -0.8235
H -3.434252 0.119034 1.416511 -0.459 0.361 0.006 0.3621
H -4.397264 0.158771 0.140787 0.448 0.111 0.266 0.3159
O -3.949651 -0.404827 0.783598 0.000 -0.341 -0.169 -0.7157
H -1.627063 -1.980856 3.943831 0.381 -0.275 -0.008 0.3533
H -1.060176 -3.281447 3.394227 -0.062 -0.220 -0.164 0.3140
O -0.798278 -2.490375 3.872068 -0.471 0.483 0.513 -0.7112
H -0.459738 2.943996 -4.467516 -0.147 0.229 -0.355 0.2542
H 0.353877 2.943839 -3.146609 -0.095 0.004 -0.187 0.4303
O -0.244656 2.400757 -3.715485 0.146 -0.274 0.270 -0.6269
H 1.302454 1.178766 2.847298 -0.367 -0.007 -0.331 0.2896
H 0.003033 0.481645 2.400022 -0.173 -0.735 -0.097 0.0863
O 0.473793 1.306848 2.353711 0.440 0.544 0.723 -0.4805
H 3.315583 -0.999205 0.998077 -0.976 0.627 0.148 0.4021
H 1.854773 -0.671294 1.525171 0.598 0.159 -0.398 0.3722
O 2.755298 -0.289687 1.432275 0.217 -0.300 0.125 -0.6780
H 0.385996 2.773823 1.367137 0.731 -0.419 -0.129 0.3209
H 1.473726 3.389881 0.374940 -0.084 -0.724 0.595 0.3471
O 0.666269 3.546241 0.867227 -0.959 1.816 -0.135 -0.7585
H -2.000798 -2.627793 -2.088536 -0.446 0.390 -0.046 0.4189
H -2.521858 -3.701656 -1.029085 -0.866 -0.352 -0.610 0.3275
O -1.763649 -3.293821 -1.432916 1.054 -0.479 0.384 -0.7128
H -2.548689 -1.570912 0.921459 -0.404 -0.411 0.225 0.3247
H -1.985166 -2.733435 0.150440 0.385 0.299 0.938 0.3909
O -2.098398 -2.425388 1.094606 0.170 0.301 -1.034 -0.6523
H -2.272749 1.093644 3.510125 0.064 -0.120 0.061 0.3230
H -3.441196 1.573247 2.777706 -0.165 0.272 -0.169 0.3257
O -3.142270 0.780219 3.233200 0.237 -0.288 0.243 -0.6912
H 2.449224 0.947739 0.170619 0.533 1.531 0.158 0.1289
H 3.103755 2.147354 0.802466 0.189 0.167 -0.161 0.3221
O 2.587737 1.943985 0.011689 1.124 -1.311 0.264 -0.7780
H -2.109974 3.697838 2.045549 0.728 0.444 -0.408 0.2535
H -1.634482 2.490235 1.090812 0.572 0.565 -0.576 0.2748
O -2.260583 2.814125 1.730640 -1.363 -0.714 0.597 -0.6033
```
Positions in Å, forces in eV/Å.

The value obtained for the LUMO energy is 0.097 eV. The relative energy (zero: lowest compared OMol25 entry of this formula, charge and spin) is 111.18 kcal/mol. Its max |F| is 3.4 eV/Å. As for the HOMO energy: -9.308 eV. The total energy comes out at -1492.55460 a.u. For the gap between HOMO and LUMO, the calculation gives 9.4 eV.